DFT (wB97M-V/def2-TZVPD) results for a cluster of 13 separate species, C49H98Cl2O30 in total in a non-equilibrium geometry.

Bonds (Å) are listed after each position.
Geometry (Å):
1 C 16.4551 12.3344 -7.7080  Cl2 1.851, Cl3 1.800, H4 1.090, H5 1.090
2 Cl 16.5166 14.0294 -8.4492  C1 1.851
3 Cl 17.6027 11.1647 -8.4524  C1 1.800
4 H 16.6904 12.3489 -6.6438  C1 1.090
5 H 15.4560 11.9171 -7.8332  C1 1.090
6 C 22.4047 4.1849 -10.9725  C7 1.483, H13 1.090, H14 1.090, H15 1.090
7 C 21.9786 2.7920 -10.6924  C6 1.483, O8 1.442, H16 1.090, H17 1.090
8 O 21.7350 2.7022 -9.2737  C7 1.442, C9 1.335
9 C 21.5945 1.4907 -8.7299  O8 1.335, O10 1.231, O11 1.272
10 O 21.6801 0.4013 -9.2960  C9 1.231
11 O 21.4689 1.6845 -7.4787  C9 1.272, C12 1.371
12 C 21.2405 0.7398 -6.5123  O11 1.371, H18 1.090, H19 1.090, H20 1.090
13 H 23.3622 4.4332 -10.5145  C6 1.090
14 H 21.6974 4.9879 -10.7651  C6 1.090
15 H 22.5059 4.3301 -12.0480  C6 1.090
16 H 22.6676 1.9866 -10.9468  C7 1.090
17 H 21.0153 2.6031 -11.1661  C7 1.090
18 H 21.8876 -0.1294 -6.6299  C12 1.090
19 H 20.1578 0.6227 -6.4664  C12 1.090
20 H 21.4756 1.1679 -5.5378  C12 1.090
21 C 13.9627 0.2235 -14.4829  C22 1.547, H28 1.090, H29 1.090, H30 1.090
22 C 12.6770 -0.6312 -14.3880  C21 1.547, O23 1.410, H31 1.090, H32 1.090
23 O 11.8905 -0.2982 -15.5094  C22 1.410, C24 1.394
24 C 10.5241 -0.5718 -15.4711  O23 1.394, O25 1.234, O26 1.378
25 O 9.8362 -0.7863 -14.4697  C24 1.234
26 O 10.1144 -0.5081 -16.7857  C24 1.378, C27 1.418
27 C 8.7274 -0.5037 -17.0789  O26 1.418, H33 1.090, H34 1.090, H35 1.090
28 H 14.6254 0.1020 -13.6261  C21 1.090
29 H 13.6626 1.2699 -14.4260  C21 1.090
30 H 14.5125 0.0151 -15.4007  C21 1.090
31 H 12.2351 -0.4196 -13.4144  C22 1.090
32 H 13.0223 -1.6648 -14.4112  C22 1.090
33 H 8.2679 0.3347 -16.5553  C27 1.090
34 H 8.2912 -1.4303 -16.7058  C27 1.090
35 H 8.5094 -0.3306 -18.1327  C27 1.090
36 C 18.2667 7.3990 -16.1973  C37 1.557, H43 1.090, H44 1.090, H45 1.090
37 C 17.7128 6.5462 -17.3770  C36 1.557, O38 1.362, H46 1.090, H47 1.090
38 O 18.4379 5.4166 -17.6088  C37 1.362, C39 1.350
39 C 19.5150 5.5278 -18.4150  O38 1.350, O40 1.226, O41 1.355
40 O 20.0184 6.5811 -18.7877  C39 1.226
41 O 19.9839 4.2777 -18.6433  C39 1.355, C42 1.382
42 C 21.1536 4.0445 -19.3422  O41 1.382, H48 1.090, H49 1.090, H50 1.090
43 H 19.3433 7.5594 -16.2560  C36 1.090
44 H 17.9906 6.8949 -15.2712  C36 1.090
45 H 17.7620 8.3592 -16.0910  C36 1.090
46 H 17.6414 7.1526 -18.2800  C37 1.090
47 H 16.6618 6.2756 -17.2756  C37 1.090
48 H 21.1207 3.0163 -19.7027  C42 1.090
49 H 21.9896 4.2209 -18.6654  C42 1.090
50 H 21.2559 4.6974 -20.2089  C42 1.090
51 C 15.0056 13.2722 -20.2575  C52 1.580, H58 1.090, H59 1.090, H60 1.090
52 C 15.6343 13.5852 -18.8418  C51 1.580, O53 1.409, H61 1.090, H62 1.090
53 O 14.6075 13.4086 -17.8935  C52 1.409, C54 1.395
54 C 13.7346 14.4550 -17.5962  O53 1.395, O55 1.216, O56 1.341
55 O 13.8195 15.5417 -18.1344  C54 1.216
56 O 12.7686 14.0501 -16.7584  C54 1.341, C57 1.440
57 C 12.7251 12.7345 -16.1740  O56 1.440, H63 1.090, H64 1.090, H65 1.090
58 H 14.3607 14.0999 -20.5528  C51 1.090
59 H 14.4327 12.3456 -20.2922  C51 1.090
60 H 15.8581 13.0342 -20.8937  C51 1.090
61 H 16.1850 14.5258 -18.8450  C52 1.090
62 H 16.4206 12.8537 -18.6556  C52 1.090
63 H 12.9914 11.9657 -16.8993  C57 1.090
64 H 11.7419 12.4765 -15.7805  C57 1.090
65 H 13.4436 12.5575 -15.3738  C57 1.090
66 C 8.4392 5.3354 -12.6224  C67 1.498, H73 1.090, H74 1.090, H75 1.090
67 C 9.0566 5.9689 -11.4135  C66 1.498, O68 1.400, H76 1.090, H77 1.090
68 O 10.1620 5.2123 -11.0053  C67 1.400, C69 1.330
69 C 11.3949 5.7106 -10.9814  O68 1.330, O70 1.201, O71 1.371
70 O 11.7535 6.7867 -11.3751  C69 1.201
71 O 12.1697 4.8121 -10.2942  C69 1.371, C72 1.438
72 C 13.4479 5.1811 -9.7485  O71 1.438, H78 1.090, H79 1.090, H80 1.090
73 H 7.6080 5.9913 -12.8812  C66 1.090
74 H 8.1910 4.2816 -12.4952  C66 1.090
75 H 9.0870 5.3537 -13.4988  C66 1.090
76 H 8.3543 5.8687 -10.5860  C67 1.090
77 H 9.3714 6.9815 -11.6659  C67 1.090
78 H 14.3057 5.1235 -10.4184  C72 1.090
79 H 13.7051 4.3982 -9.0351  C72 1.090
80 H 13.3996 6.0811 -9.1355  C72 1.090
81 C 14.1545 13.6708 -1.9490  C82 1.567, H88 1.090, H89 1.090, H90 1.090
82 C 12.8372 12.8264 -1.8610  C81 1.567, O83 1.428, H91 1.090, H92 1.090
83 O 12.9868 11.6807 -2.7005  C82 1.428, C84 1.334
84 C 12.1922 10.6318 -2.4809  O83 1.334, O85 1.220, O86 1.307
85 O 11.4353 10.5008 -1.5332  C84 1.220
86 O 12.3362 9.7216 -3.4075  C84 1.307, C87 1.425
87 C 11.7381 8.4312 -3.3142  O86 1.425, H93 1.090, H94 1.090, H95 1.090
88 H 14.4911 13.8536 -2.9695  C81 1.090
89 H 14.9343 13.0594 -1.4949  C81 1.090
90 H 14.0569 14.5727 -1.3448  C81 1.090
91 H 12.0445 13.4504 -2.2737  C82 1.090
92 H 12.5758 12.5687 -0.8347  C82 1.090
93 H 10.8462 8.3926 -2.6888  C87 1.090
94 H 12.5485 7.8378 -2.8910  C87 1.090
95 H 11.5426 8.1448 -4.3475  C87 1.090
96 O 12.0640 -0.2110 -5.6962  C97 1.248
97 C 11.9322 -0.8622 -6.7525  O96 1.248, O98 1.334, C101 1.530
98 O 12.6410 -1.8718 -7.2595  C97 1.334, C99 1.390
99 C 13.8863 -2.2643 -6.7838  O98 1.390, C100 1.516, H102 1.090, H103 1.090
100 C 14.3490 -3.5304 -7.4780  C99 1.516, H104 1.090, H105 1.090, H106 1.090
101 C 10.6554 -0.6468 -7.5680  C97 1.530, H107 1.090, H108 1.090, H109 1.090
102 H 13.7116 -2.5359 -5.7428  C99 1.090
103 H 14.6091 -1.4540 -6.8793  C99 1.090
104 H 15.2000 -3.8894 -6.8992  C100 1.090
105 H 14.6545 -3.4894 -8.5236  C100 1.090
106 H 13.5705 -4.2869 -7.3793  C100 1.090
107 H 9.9272 -1.4551 -7.6354  C101 1.090
108 H 10.9479 -0.4078 -8.5905  C101 1.090
109 H 10.0980 0.1470 -7.0709  C101 1.090
110 O -2.9760 5.0574 -18.9434  C111 1.219
111 C -2.2983 4.0555 -18.7888  O110 1.219, O112 1.369, C115 1.533
112 O -2.7182 2.7529 -18.7407  C111 1.369, C113 1.423
113 C -4.1064 2.4392 -18.7391  O112 1.423, C114 1.538, H116 1.090, H117 1.090
114 C -4.8323 2.6756 -17.4038  C113 1.538, H118 1.090, H119 1.090, H120 1.090
115 C -0.7696 4.1632 -18.7987  C111 1.533, H121 1.090, H122 1.090, H123 1.090
116 H -4.1737 1.3917 -19.0328  C113 1.090
117 H -4.4569 3.0721 -19.5544  C113 1.090
118 H -5.8727 2.3562 -17.4642  C114 1.090
119 H -4.8271 3.7596 -17.2898  C114 1.090
120 H -4.4524 2.1490 -16.5284  C114 1.090
121 H -0.4731 3.8635 -17.7935  C115 1.090
122 H -0.4649 5.1783 -19.0535  C115 1.090
123 H -0.2771 3.4787 -19.4893  C115 1.090
124 O 17.1910 7.7256 -1.3441  C125 1.259
125 C 16.9630 6.8175 -0.5022  O124 1.259, O126 1.388, C129 1.536
126 O 16.7258 7.0223 0.8503  C125 1.388, C127 1.382
127 C 16.7405 8.2974 1.3842  O126 1.382, C128 1.529, H130 1.090, H131 1.090
128 C 16.4196 8.2059 2.8762  C127 1.529, H132 1.090, H133 1.090, H134 1.090
129 C 16.9417 5.3197 -0.8405  C125 1.536, H135 1.090, H136 1.090, H137 1.090
130 H 16.0100 8.9585 0.9179  C127 1.090
131 H 17.6782 8.8110 1.1720  C127 1.090
132 H 17.0120 7.3938 3.2975  C128 1.090
133 H 15.3880 8.0117 3.1698  C128 1.090
134 H 16.9042 9.0376 3.3876  C128 1.090
135 H 17.6432 5.1384 -1.6549  C129 1.090
136 H 15.9053 5.0373 -1.0255  C129 1.090
137 H 17.3585 4.7893 0.0157  C129 1.090
138 O 1.3810 -0.1648 -13.3740  C139 1.290
139 C 1.0358 0.1766 -12.1794  O138 1.290, O140 1.335, C143 1.526
140 O 1.0467 -0.5203 -11.0412  C139 1.335, C141 1.421
141 C 1.2860 -1.9187 -11.1201  O140 1.421, C142 1.527, H144 1.090, H145 1.090
142 C 0.4998 -2.7315 -12.1466  C141 1.527, H146 1.090, H147 1.090, H148 1.090
143 C 0.7207 1.6318 -11.8442  C139 1.526, H149 1.090, H150 1.090, H151 1.090
144 H 0.9384 -2.3319 -10.1732  C141 1.090
145 H 2.3553 -2.0903 -11.2432  C141 1.090
146 H 0.6691 -3.7988 -12.0039  C142 1.090
147 H 0.8365 -2.5259 -13.1627  C142 1.090
148 H -0.5857 -2.6343 -12.1668  C142 1.090
149 H 0.2746 2.0585 -12.7426  C143 1.090
150 H 1.6530 2.1914 -11.7686  C143 1.090
151 H 0.0886 1.6501 -10.9564  C143 1.090
152 O 5.8363 7.9485 -24.6587  C153 1.246
153 C 6.9660 7.6786 -24.2085  O152 1.246, O154 1.323, C157 1.547
154 O 8.0678 7.3559 -24.8663  C153 1.323, C155 1.406
155 C 8.1198 7.4147 -26.2704  O154 1.406, C156 1.539, H158 1.090, H159 1.090
156 C 8.6687 8.7667 -26.7608  C155 1.539, H160 1.090, H161 1.090, H162 1.090
157 C 7.1005 7.7286 -22.6678  C153 1.547, H163 1.090, H164 1.090, H165 1.090
158 H 7.1301 7.3284 -26.7188  C155 1.090
159 H 8.8352 6.6846 -26.6487  C155 1.090
160 H 8.4995 8.8482 -27.8345  C156 1.090
161 H 9.7328 8.9332 -26.5933  C156 1.090
162 H 8.0816 9.5510 -26.2830  C156 1.090
163 H 8.1229 8.0068 -22.4121  C157 1.090
164 H 6.7212 6.8485 -22.1485  C157 1.090
165 H 6.5511 8.5960 -22.3019  C157 1.090
166 O 6.4935 16.1292 -4.1932  C167 1.227
167 C 6.2065 14.9813 -3.8684  O166 1.227, O168 1.388, C171 1.501
168 O 6.3382 13.8129 -4.6067  C167 1.388, C169 1.402
169 C 7.1084 13.8006 -5.7779  O168 1.402, C170 1.517, H172 1.090, H173 1.090
170 C 6.7207 12.5726 -6.5796  C169 1.517, H174 1.090, H175 1.090, H176 1.090
171 C 5.2981 14.7558 -2.6950  C167 1.501, H177 1.090, H178 1.090, H179 1.090
172 H 8.1303 13.8176 -5.3990  C169 1.090
173 H 6.8635 14.6820 -6.3705  C169 1.090
174 H 5.6835 12.7760 -6.8460  C170 1.090
175 H 6.7492 11.6081 -6.0727  C170 1.090
176 H 7.3453 12.4649 -7.4664  C170 1.090
177 H 5.4528 15.6020 -2.0256  C171 1.090
178 H 5.7104 13.9650 -2.0683  C171 1.090
179 H 4.2231 14.7687 -2.8750  C171 1.090

Output
Maximum force (eV/Å): 5.58
Energy relative to the best compared isomer or geometry (same formula, charge and spin) (kcal per mole): 82.53
HOMO (eV): -10.180
Spin multiplicity: 1
E (Eh): -5103.33018
Molar mass (u): 1238.20
Orbital gap (eV): 10.34

Mulliken atomic charge list, values in e, 6 entries: -0.2194 -0.1559 -0.1473 0.2588 0.2637 -1.1956